A cluster of 2 separate species, C2H4NO3P in total in a non-equilibrium geometry. Source: the Open Molecules 2025 dataset; level of theory: the ωB97M-V functional and the def2-TZVPD basis.

The geometry in ORCA input format:
```
! RIJCOSX wB97M-V def2-TZVPD def2/J DEFGRID3
* xyz -2 1
C -2.3996 0.5085 0.3779
C 1.4611 0.6118 0.0634
N 0.5609 -0.2797 0.1558
O 0.8180 -1.5807 0.0610
O 4.2965 0.9311 0.5688
O 3.5220 -1.3511 0.2289
P 3.3300 0.2398 -0.3248
H -2.6315 1.3882 -0.3793
H -1.8059 -0.1991 -0.2185
H 1.2397 1.7447 -0.0120
H 2.5147 -1.5945 0.1413
*
```

Output
LUMO energy (alpha / beta) in Eh: 0.215 / 0.258
HOMO-LUMO gap (alpha / beta) in Eh: 0.156 / 0.249
Relative energy (zero: lowest compared OMol25 entry of this formula, charge and spin) in kcal per mole: 172.5